DFT (ωB97M-V/def2-TZVPD) results for 3 unconnected molecules or ions with the total composition C23H45N4O6 in a non-equilibrium geometry.

Geometry (Å):
C 6.19 -2.11 0.74
C 5.11 -1.31 -0.03
C 5.61 0.12 -0.24
C 4.63 0.92 -1.12
C 3.26 0.95 -0.42
C 2.39 2.06 -1.03
C 0.90 1.73 -0.86
C 0.40 1.98 0.57
C -1.15 2.14 0.60
C -1.74 1.03 1.45
C -3.28 0.95 1.50
C -3.99 0.89 0.14
N -3.96 2.17 -0.62
C -4.32 3.18 -0.03
O -4.55 4.18 0.59
C -3.37 -0.19 -0.79
C -3.93 -1.60 -0.63
C -3.24 -2.45 -1.69
C -3.56 -2.27 0.72
N -5.41 -1.68 -0.86
O -5.77 -2.31 -1.91
C -6.11 -0.40 -0.67
C -7.52 -0.75 -0.14
C -6.34 0.40 -1.96
C -5.46 0.46 0.41
H 6.86 -2.61 0.05
H 5.71 -2.82 1.40
H 6.76 -1.44 1.37
H 4.21 -1.34 0.56
H 4.90 -1.74 -1.00
H 6.58 0.12 -0.74
H 5.69 0.64 0.71
H 4.56 0.51 -2.12
H 4.98 1.95 -1.24
H 3.37 1.09 0.65
H 2.79 0.00 -0.66
H 2.62 2.15 -2.09
H 2.56 3.01 -0.54
H 0.78 0.67 -1.09
H 0.30 2.29 -1.57
H 0.91 2.82 1.03
H 0.64 1.09 1.15
H -1.45 3.13 0.92
H -1.47 1.96 -0.42
H -1.36 0.05 1.18
H -1.42 1.20 2.48
H -3.52 0.03 2.01
H -3.64 1.76 2.14
H -2.29 -0.19 -0.75
H -3.63 0.13 -1.79
H -2.17 -2.40 -1.45
H -3.51 -3.50 -1.62
H -3.34 -2.04 -2.69
H -2.76 -1.74 1.22
H -3.17 -3.26 0.52
H -4.44 -2.38 1.36
H -7.41 -1.39 0.73
H -8.03 0.16 0.17
H -8.10 -1.24 -0.91
H -6.64 -0.21 -2.80
H -5.50 1.02 -2.26
H -7.16 1.09 -1.76
H -6.13 1.30 0.59
H -5.47 -0.14 1.32
C 8.12 3.73 0.95
N 6.65 3.75 0.73
O 6.25 3.82 -0.41
O 5.95 3.68 1.72
H 8.61 3.79 -0.01
H 8.37 4.58 1.57
H 8.36 2.79 1.45
C 3.32 -5.42 1.07
N 2.68 -4.14 0.64
O 3.23 -3.50 -0.22
O 1.65 -3.83 1.20
H 4.23 -5.56 0.49
H 3.54 -5.33 2.13
H 2.61 -6.21 0.89

Properties
total charge: 0
spin multiplicity: 2
HOMO-LUMO gap (alpha / beta): 8.52 / 9.63 eV
highest occupied orbital energy (alpha / beta): -8.31 / -9.42 eV

These are the Löwdin partial charges, in e, on atoms 1 to 2:
1. C -0.0990
2. C -0.2811